No. 1
Here is the ion C2H3ClN2 with charge +2 from the OMol25 dataset. Energies are from ωB97M-V with the def2-TZVPD basis set.

Values from the calculation:
E_HOMO in hartree: -0.8108
LUMO in eV: -13.3
Electronic energy in Ha: -646.8426
Orbital gap in eV: 8.803
Structure (SMILES): C#[N+]C(=[NH2+])Cl
Max |F| in eV Å⁻¹: 8.9
Net charge: +2

XYZ file:
```
8
Properties=species:S:1:pos:R:3:forces:R:3
Cl -0.2380 -1.9259 1.0612 0.0 0.5 -0.1
N 0.0472 0.6303 0.7040 0.2 1.8 1.0
N -0.0195 -0.6968 -1.4028 -0.4 1.3 7.8
C 0.1651 1.5716 1.3501 -0.1 -0.6 -0.6
C -0.0872 -0.5879 0.1399 0.2 -2.9 -8.4
H 0.0070 0.1463 -1.9795 0.0 0.0 0.2
H -0.1370 -1.6148 -1.8271 0.0 -0.2 0.2
H 0.2623 2.4771 1.9542 0.0 0.1 0.0
```
Positions in Å, forces in eV/Å.



No. 2
Here is a cluster of 2 separate species, C2H3ClN2O in total from the OMol25 dataset. Energies are from ωB97M-V with the def2-TZVPD basis set.

Values from the calculation:
E_HOMO (spin up / spin down) in hartree: -0.3347 / -0.2971
LUMO (spin up / spin down) in eV: -1.0 / -1.0
Electronic energy in Ha: -722.7432
Orbital gap (spin up / spin down) in eV: 8.142 / 7.099
Max |F| in eV Å⁻¹: 2.6

XYZ file:
```
9
Properties=species:S:1:pos:R:3:forces:R:3
Cl 1.1318 -0.7333 -1.6969 0.5 -0.4 -0.6
O 1.9673 0.1936 2.0092 -0.8 0.1 -0.4
N -1.1951 0.6360 -1.4893 -0.5 0.2 0.1
N 1.1693 -0.3816 1.2690 2.2 -0.5 0.4
C -0.2976 -0.0834 -1.1057 0.2 0.8 1.7
C -0.1059 -0.2095 1.1279 -2.1 0.1 -1.5
H -1.3065 1.0186 -2.4255 0.2 -0.3 -0.1
H -0.6860 0.6535 1.4361 0.2 0.2 0.1
H -0.6773 -1.0938 0.8752 0.1 -0.2 0.3
```
Positions in Å, forces in eV/Å.



No. 3
Here is the molecule C2H3ClN2O3 from the OMol25 dataset. Energies are from ωB97M-V with the def2-TZVPD basis set.

Values from the calculation:
E_HOMO in hartree: -0.4016
LUMO in eV: -0.4
Electronic energy in Ha: -873.3543
Orbital gap in eV: 10.539
Structure (SMILES): NC(=O)[C@H](Cl)[N+](=O)[O-]
Max |F| in eV Å⁻¹: 1.4

XYZ file:
```
11
Properties=species:S:1:pos:R:3:forces:R:3
Cl -3.2629 0.8374 -0.3799 0.6 -0.2 -0.2
O -0.7960 -2.0017 0.0507 0.3 -0.5 -0.2
O -0.9545 1.9451 0.9479 -0.1 0.4 0.1
O -2.7819 -1.6390 0.7833 -0.3 -0.3 0.3
N 0.5564 0.3172 0.4981 0.7 -0.1 0.1
N -1.7889 -1.3194 0.2034 -0.1 -0.1 0.0
C -0.6530 0.8932 0.4628 -0.3 -0.5 -0.2
C -1.6849 0.0488 -0.3735 -0.5 1.3 -0.2
H -1.3074 -0.0465 -1.3958 -0.2 -0.2 0.2
H 1.2757 0.7572 1.0497 -0.1 0.0 0.0
H 0.6949 -0.6346 0.1867 -0.1 0.2 0.1
```
Positions in Å, forces in eV/Å.